Entry 1:
# C5H33NO14

A 13-piece molecular cluster, C5H33NO14 overall (wB97M-V/def2-TZVPD, the OMol25 dataset).

```
53
Properties=species:S:1:pos:R:3
O -1.48959 1.59284 3.76531
H -3.90403 -0.72642 0.96355
H -3.95777 -2.79420 -1.29479
H 1.77567 0.54863 -3.11389
O 4.12748 0.33974 0.19667
C 1.08604 -0.05972 2.87741
H 2.19759 1.93800 -3.62116
H -3.42226 0.19919 -0.14421
H -2.34129 2.00922 3.73137
H -2.10634 1.15870 1.13472
O 0.05315 -1.36739 -3.19688
H 0.63054 -1.65742 -3.90703
O 3.33044 -0.11953 3.48179
H 2.06846 4.25695 -0.93869
O 1.65434 3.48027 -1.29788
O -1.94680 -3.05350 -1.98177
H -0.13108 2.76300 -0.32440
O -1.71923 2.59835 -2.81057
H 1.09380 0.87437 3.56089
O 1.81089 1.04519 -3.89789
C -1.67704 2.20537 1.04466
H 1.99086 0.04477 -1.02163
H 2.85573 -0.85368 1.66245
H -1.81775 -3.22531 -2.95635
C 0.24180 -0.05225 1.57268
O -2.90488 -3.71962 1.17923
H 3.32757 0.91246 0.32739
O -0.01714 -3.51337 -0.43163
C 2.53308 -0.43923 2.66214
H -2.08989 -2.04109 -2.11634
H 3.26152 -0.32334 -1.82594
C 0.52350 1.12419 0.68996
H -0.96583 -3.38662 -0.95167
H -3.73343 -2.47212 0.18762
H 0.56672 -1.07961 1.21715
H 0.53701 -0.72207 3.60041
H 0.39407 -2.71987 -0.77092
H -1.36872 1.92177 -3.34497
H -1.02164 2.04722 4.46397
H -2.29700 2.78096 0.34430
H -2.62860 -4.06896 0.35294
H 4.75831 0.79680 0.77413
H -1.50115 2.89935 1.90174
O -3.63091 -2.11058 -0.64705
H -0.80820 -0.26823 1.70133
O 1.63694 1.28847 0.16107
H 0.64946 -0.98978 -2.52110
H -2.13168 -3.18389 1.48407
H -1.11998 2.85779 -2.15480
N -0.31602 2.13041 0.43770
O 2.30981 -0.61849 -1.67097
O -3.84999 0.21836 0.72051
H 2.10915 2.64470 -0.91632
```

Output
* HOMO energy: -9.89 eV
* M: 331.31 g/mol
* energy relative to the best compared isomer or geometry (same formula, charge and spin): 116.31 kcal per mole
* DFT total energy: -35873.7638 eV
* frontier orbital gap: 9.92 eV
* spin multiplicity: 1


Entry 2:
# C50H40BClEuN8O4S2

C50H40BClEuN8O4S2 as an isolated structure (wB97M-V/def2-TZVPD, the OMol25 dataset).

```
107
Properties=species:S:1:pos:R:3
C -1.48114 -2.89214 2.82971
B -0.17635 3.57240 0.71125
C -2.75679 -3.25922 3.23469
C 2.31008 5.49819 1.08702
C -0.57509 5.90666 -1.33921
H -1.65444 4.48230 -3.66676
Eu 0.54500 0.63421 -0.33624
C -1.19963 -1.57019 2.53164
H -5.79077 -4.15432 -0.58901
C 2.93649 1.93099 1.74166
H -0.70036 -3.63906 2.75512
C -1.87186 3.02779 2.56785
C 5.67420 -0.48483 2.38926
O 1.99257 2.18120 -1.46689
C 4.84940 -2.89062 -0.79404
H -4.74583 -2.57384 3.66304
C 3.39216 -2.86435 -0.78854
C 3.60608 0.75151 2.11934
C -2.04476 -0.76338 -4.25737
C -1.92052 0.82388 2.35769
H -2.76224 4.46165 3.83858
N -1.31032 -1.41609 -0.48457
S 5.67637 -4.41616 -0.66338
H 8.10301 -4.28466 -0.67017
C -5.95896 -3.10309 -0.40617
C 5.05049 0.69102 2.14570
H -3.01052 -0.29448 -0.34337
N -0.57291 3.44851 -0.79003
H -8.16470 -3.12049 -0.28601
H -1.11908 4.88174 3.33479
H 7.96497 -1.65812 -0.88004
C 2.84995 -0.45741 2.42175
H -3.60551 -4.54423 -0.65530
C -7.21680 -1.20572 -0.01389
C -2.06107 4.44033 3.00751
Cl 2.20893 1.37546 -2.69607
C -4.94837 -2.18104 -0.31099
O 1.24634 0.24541 -2.55065
C -7.25118 -2.54547 -0.23708
H 3.23024 5.92974 1.47356
O 3.56401 0.80882 -2.64377
C 0.40269 -5.19469 -1.04210
H 3.13721 -4.98738 -1.10903
C 7.11447 -2.32267 -0.82261
C 2.62941 -4.04466 -0.94187
H 5.42603 -2.60612 2.83137
H -3.05398 -1.10942 -6.11925
H -2.86266 2.95825 -4.82816
H -1.56913 -5.97348 -1.05497
C 0.61332 -2.79836 -0.64647
C -3.51341 -2.39341 -0.44575
H 6.75510 -0.52628 2.37363
H -0.92366 6.50886 -2.17522
H 0.87038 -6.15216 -1.23802
C 3.49848 -1.62201 2.67280
C 2.65708 -1.68800 -0.56282
H 2.23601 5.75430 0.02932
C -0.78394 -2.67133 -0.61742
H -2.97166 -4.29152 3.47994
O 3.19609 -0.46024 -0.35569
C 5.77069 -1.87226 -0.86739
H -0.19637 -1.28767 2.23345
C -3.46948 -0.97518 3.03704
H 0.48862 6.09984 -1.20264
C -0.94284 -5.09542 -0.94722
N 1.34304 -1.66474 -0.45954
S -5.61351 -0.60623 -0.00763
C -1.59030 -3.83029 -0.72991
C -2.44709 1.89223 3.09731
H -3.11176 1.83416 3.94161
N -0.91357 2.26452 -1.37114
C 1.24075 -4.03823 -0.88216
H 1.76773 -0.41497 2.45372
C -2.74237 -0.37279 -5.39048
C -1.35209 3.93411 -2.79161
N 1.30233 3.18736 1.02284
C -2.19340 -0.59669 2.61947
C 3.40976 3.26424 1.71365
H 5.63594 1.57546 1.93231
C 4.91592 -1.67042 2.64835
C -3.03334 0.97071 -5.58282
H -1.09284 6.23264 -0.43702
C -2.96427 -3.67230 -0.61695
C -2.61368 1.91773 -4.66355
H 2.92811 -2.51646 2.88834
C -3.74970 -2.29685 3.34224
H -1.80460 -1.80652 -4.09209
H 1.46025 5.93972 1.60723
N 1.65113 1.90568 1.31108
C 2.34982 4.02026 1.26743
C -1.89196 1.53765 -3.53208
H -2.45796 5.05220 2.19678
H 3.59910 -0.11692 -1.18519
H 4.38079 3.62605 2.00475
H -1.08554 -0.12595 -2.46332
H 5.52174 -0.82853 -0.94860
C -0.82912 4.46764 -1.63154
C -1.63213 0.18361 -3.33747
C 7.21679 -3.67254 -0.71419
H -3.58146 1.28159 -6.46299
C -2.62511 -1.30765 -0.42061
N -1.07565 2.64422 1.55176
H -0.34642 4.70086 1.04010
H -8.04202 -0.52699 0.13028
N -1.09695 1.28931 1.41210
H -4.24921 -0.22793 3.10610
C -1.39667 2.54912 -2.58810
```

Output
* HOMO energy (spin up / spin down): -4.07 / -7.28 eV
* M: 1079.28 g/mol
* DFT total energy: -126804.3382 eV
* frontier orbital gap (spin up / spin down): 4.35 / 4.13 eV
* spin multiplicity: 8


Entry 3:
# C2H10O2S

A 3-piece molecular cluster, C2H10O2S overall (wB97M-V/def2-TZVPD, the OMol25 dataset).

```
15
Properties=species:S:1:pos:R:3
O -1.08420 -2.03750 -0.40575
H -0.76247 -1.21694 -2.33253
H -0.19433 2.95208 0.73691
O -1.02667 -0.61812 -3.08350
H -0.57004 -2.79037 -0.05442
H 0.98880 2.59321 -0.78559
H -0.51931 1.78547 -0.56651
H 2.11656 1.45509 1.07117
H -0.75652 -1.29750 0.02046
H -1.77622 -1.08623 -3.54896
H 0.03513 1.02570 2.36735
C 1.30304 1.12029 0.58197
H 1.76842 0.67512 -0.29362
S 0.42253 -0.13926 1.75119
C 0.32970 2.10930 -0.03520
```

Output
* charge: +1
* HOMO energy (spin up / spin down): -13.89 / -13.89 eV
* M: 98.17 g/mol
* energy relative to the best compared isomer or geometry (same formula, charge and spin): 42.61 kcal per mole
* DFT total energy: -17155.5740 eV
* frontier orbital gap (spin up / spin down): 8.81 / 4.13 eV
* spin multiplicity: 2


Entry 4:
# C21H23NO7

One molecule with the formula C21H23NO7 (wB97M-V/def2-TZVPD, the OMol25 dataset).

```
52
Properties=species:S:1:pos:R:3
H 6.45659 -4.28320 3.25337
C 3.19450 1.18131 -1.25108
C -7.84312 1.28217 -2.88775
C 3.64689 0.17631 -0.17248
C -3.09974 0.65202 -3.11051
C -4.36410 0.48916 -3.63404
O 0.91991 1.97342 -0.04342
H 3.15877 -2.46306 5.42778
H -8.67177 1.00231 -3.53597
C 0.83149 1.38478 -1.10469
H 0.35810 -0.79440 7.05786
H -7.81899 2.37146 -2.78125
C 5.86037 -3.48340 2.81654
O 1.18917 -0.55419 5.25640
C -5.28303 1.66575 -1.73186
C -1.58710 1.50685 -1.32056
O 4.90064 -3.14917 3.79225
H 3.87366 1.10378 -2.10169
H -2.89148 0.08845 -5.87359
O -6.68519 0.79894 -3.52461
H 0.99664 -2.30285 6.35773
H 1.34198 0.57049 3.00558
C -3.59549 -0.68580 -5.55113
H -0.29161 0.57471 -2.75072
N 2.91743 0.27831 0.95874
C -5.48521 1.00551 -2.93463
C 2.13055 -0.90231 4.33578
C 2.09246 -0.19260 3.13665
C -4.00785 1.82058 -1.21865
H 2.11514 -1.08666 7.03586
C 4.00620 -2.16411 3.50687
C 3.08706 -1.88728 4.52077
O 1.89764 0.90551 -1.76732
H 3.21656 2.19476 -0.83241
H -1.55832 2.03520 -0.37457
H 5.38918 -3.84140 1.89638
O 4.57313 -0.57933 -0.37098
C 3.00919 -0.47316 2.13540
O -4.65453 -0.14294 -4.80163
H -3.05751 -1.45648 -4.98936
H 4.67096 -1.65615 1.51753
H -2.24535 0.26200 -3.63665
H -4.05884 -1.13712 -6.42680
H 2.17808 0.98086 0.96181
C -2.89630 1.32084 -1.89277
H 6.50756 -2.63282 2.58281
C 1.17781 -1.23134 6.48943
C 3.97403 -1.46128 2.31202
H -3.87467 2.33763 -0.28058
H -7.98250 0.82313 -1.90373
H -6.12055 2.06575 -1.18320
C -0.40523 1.10750 -1.82105
```

Output
* structure (SMILES): COc1cc(NC(=O)COC(=O)/C=C/c2ccc(OC)c(OC)c2)cc(OC)c1
* HOMO energy: -8.05 eV
* M: 401.41 g/mol
* energy relative to the best compared isomer or geometry (same formula, charge and spin): 46.85 kcal per mole
* DFT total energy: -37971.7579 eV
* frontier orbital gap: 7.86 eV
* spin multiplicity: 1


Entry 5:
# C35H56ClINO7

A 6-piece molecular cluster, C35H56ClINO7 overall (wB97M-V/def2-TZVPD, the OMol25 dataset).

```
101
Properties=species:S:1:pos:R:3
H -2.92696 4.66778 -3.22530
H -2.64400 -1.84595 -4.42703
C 1.17705 4.85901 7.97654
H 0.28336 3.20858 -2.00101
H 3.83979 0.59477 -1.57544
C 0.48022 -4.86056 5.14931
C -3.95186 -2.34903 1.94119
C 1.62255 2.76410 -5.57397
C 1.46185 2.82041 -3.91338
C 0.16004 2.08545 -7.82363
H -0.01908 3.26780 10.01303
C -0.65555 3.48797 9.15239
O 0.37746 -5.57641 4.15437
H 0.26569 -5.31130 7.23000
C 2.30971 -1.06950 0.13544
H 1.55409 2.22299 3.83138
C -1.54271 -1.61603 -4.76678
H -1.26992 4.37013 9.34893
C 4.28167 2.30831 -5.38131
H -2.27233 5.63647 -4.70342
C 4.23090 2.31147 -3.74164
H -2.41406 3.76432 -4.86724
C 0.27706 3.01282 -6.47698
C -1.22557 -0.59157 -6.03981
C -0.35038 -2.40861 -3.91874
H -5.41359 -3.49104 4.10205
H 1.89519 4.69988 8.78489
H -1.40585 -3.74164 1.96378
N 2.99980 2.52792 -6.15398
H 3.07132 2.50527 -7.21384
C -0.57582 4.59612 -3.59206
H -3.05284 -1.82866 1.59406
H 0.40419 -0.61536 -1.68989
H -0.64512 -3.15186 -3.04289
H -1.92358 0.70147 3.36521
H -5.71795 -1.94432 4.92351
H 1.38467 -1.77913 0.25769
C 0.85989 0.60706 -7.71528
O 1.18128 -0.01154 -1.88013
H -1.31655 2.63246 8.97729
C -5.55922 -2.41878 3.94926
H 0.56288 0.02509 -8.71429
H 0.92912 -2.77675 5.33773
C -0.72166 -5.33691 -1.06345
C 1.23403 -2.12288 -4.34246
C 0.19545 3.71854 7.93234
H -1.16609 -6.31369 -0.85644
H -1.03179 -5.94664 6.19426
H -1.00734 1.92374 -8.01430
H -1.29631 -0.12294 4.83080
H -0.70067 2.84826 -5.85552
H -3.73465 -3.41827 2.00444
H 2.07721 -2.68773 -3.73354
H 0.08074 5.09927 -4.42977
H -1.25001 -0.93984 3.25262
C 0.20998 0.59918 3.49331
H 2.04073 0.62041 -7.70633
H 0.64436 5.80235 8.12076
H -1.42516 -5.49813 1.69138
C 2.81255 2.56649 -2.95991
C 1.78291 0.33633 -0.56522
C 1.52235 -1.10483 -5.59511
O 1.03124 -0.00274 2.80328
O -3.68391 -0.94382 3.85304
C 1.46182 -3.72009 5.19350
H -2.08196 -0.04671 -6.64430
C -0.37078 -5.09113 6.36936
I 6.14652 1.97494 -6.54403
H 2.80716 -0.75439 1.15752
H 0.67054 2.68003 -8.70050
H 0.36773 -5.39220 -0.99545
H 0.32367 4.14672 -6.83762
C -1.24450 -4.31922 -0.08514
H -0.98516 -4.20897 6.56589
Cl -1.20933 1.72922 -3.29542
H 3.68581 1.41053 0.12748
H 1.05732 0.94831 0.12040
C 3.13284 1.25769 -0.91891
H 2.17995 -3.87922 6.00185
C 0.33307 -0.32430 -6.47323
H -0.52829 5.34305 -2.66277
H 2.65697 -0.92368 -5.91266
H 0.47036 1.86957 5.19534
C -1.15749 0.02778 3.75727
O 0.09270 3.00268 6.93740
C 0.53373 1.93533 4.10633
O 2.80381 2.57456 -1.48882
H 3.07826 -1.63734 -0.56858
C 0.00183 3.12481 -3.15815
H 2.00674 -3.67339 4.24461
C -2.13099 4.61029 -4.10993
H 0.10855 -4.57661 1.55244
H 1.72198 4.90571 7.02764
C -4.33923 -1.82436 3.29796
H -0.15699 2.69390 3.72985
C -0.96972 -4.55621 1.37577
H -6.43823 -2.23901 3.32532
H -0.99456 -5.03606 -2.08057
O -1.87203 -3.33190 -0.46501
H -4.75936 -2.16615 1.22778
H 5.25643 2.10004 -3.17680
```

Output
* charge: +1
* HOMO energy: -10.39 eV
* M: 765.19 g/mol
* DFT total energy: -73624.0164 eV
* frontier orbital gap: 6.40 eV
* spin multiplicity: 1


Entry 6:
# C7H7N2O6Yb

C7H7N2O6Yb as an isolated structure (wB97M-V/def2-TZVPD, the OMol25 dataset).

```
23
Properties=species:S:1:pos:R:3
H 3.03855 -0.40162 4.75109
H -1.44795 -1.14578 2.41487
C 0.29152 -0.42682 3.29778
H 2.50897 0.63527 3.40621
O 0.77527 0.03684 2.19136
H -1.31196 -1.41333 4.10923
C -0.66382 -0.03580 -2.16914
C -0.39199 -2.32407 0.10834
O -0.56295 -3.43788 0.26888
O 0.87360 2.94565 0.72177
O -0.98711 -0.01553 -3.26675
O -3.35507 1.08799 0.93059
H 0.57623 -0.68834 5.33136
C 2.27666 0.31720 4.43074
C 0.39757 2.49401 -0.25669
H 2.26308 1.20450 5.07348
H -0.00752 2.71313 -1.30086
Yb 0.12619 0.12462 0.17741
C 2.39981 -0.14637 -0.81476
O 3.50536 -0.19777 -1.12125
C -2.29949 0.76520 0.60107
N -0.91778 -1.03542 3.27374
N 0.96737 -0.32280 4.44986
```

Output
* charge: +2
* HOMO energy (spin up / spin down): -16.06 / -16.21 eV
* M: 388.18 g/mol
* energy relative to the best compared isomer or geometry (same formula, charge and spin): 0.00 kcal per mole
* DFT total energy: -54149.8952 eV
* frontier orbital gap (spin up / spin down): 7.49 / 7.69 eV
* spin multiplicity: 2